24
Properties=species:S:1:pos:R:3:nbo_charge:R:1 method="wB97M-V/def2-TZVPD" smiles="C[C@]1(S(C)(=O)=O)CS[C@H]([NH3+])N1F" total_charge=+1 gap_ev=9.747
C -1.5586 -0.7324 -0.8351 -0.55
C 1.0113 -1.0758 -1.2420 -0.04
C -0.7345 -0.1034 0.3124 -0.11
C -1.4876 -0.0025 1.6008 -0.65
C 0.4653 2.4943 1.0653 -0.90
N 0.5531 -0.5328 0.4392 -0.05
N 2.2365 -1.9377 -1.1618 -0.68
O -1.6663 2.3964 -0.4489 -0.90
O 0.4580 1.5976 -1.5119 -0.95
F 0.7486 -1.8338 1.1250 -0.30
S -0.4740 -1.9458 -1.6881 0.28
S -0.4001 1.7421 -0.3179 2.12
H -2.3252 -1.3651 -0.3402 0.26
H -2.0517 -0.0892 -1.5683 0.28
H 1.1870 -0.1868 -1.6378 0.24
H -0.8697 0.2858 2.4722 0.25
H -2.0224 -0.9103 1.5409 0.24
H -2.2269 0.7627 1.6839 0.27
H -0.3216 2.9805 1.7049 0.27
H 0.8670 1.6334 1.5538 0.26
H 0.9486 3.4594 0.7684 0.30
H 3.1551 -1.5439 -0.9726 0.46
H 2.4288 -2.4403 -2.0028 0.45
H 2.0792 -2.6523 -0.5393 0.45



20
Properties=species:S:1:pos:R:3:nbo_charge:R:1 method="wB97M-V/def2-TZVPD" total_charge=+1 gap_ev="8.837 / 8.838"
C 1.4490 1.3344 -2.1126 -0.61
C -1.9401 -0.2870 0.2915 -0.75
C 0.6985 0.2417 -1.2957 -0.50
C 1.0121 0.4839 0.1703 -0.22
C -0.8508 -0.3002 1.3116 0.00
N -0.4594 -1.7119 1.7518 -0.81
I 2.5763 -0.6059 1.0518 0.28
I -1.0149 1.3214 2.8258 0.21
H 1.5883 2.2295 -1.5565 0.21
H 0.7911 1.7228 -2.8609 0.23
H 2.3656 1.2305 -2.5487 0.23
H -1.8367 -1.0077 -0.4202 0.22
H -2.9523 -0.3859 0.6814 0.25
H -2.1232 0.6740 -0.0375 0.27
H 0.8959 -0.6898 -1.5628 0.22
H -0.2882 0.2714 -1.5308 0.23
H 0.9907 1.5123 0.5805 0.22
H -0.7713 -2.1953 0.8608 0.44
H -0.8117 -2.1147 2.6320 0.45
H 0.6812 -1.7236 1.7683 0.42



Per-record E, eV: -36830.82072 -23060.53438
Per-record energy above the lowest of the compared OMol25 structures with the same formula, charge and spin, kJ/mol: 0.00 365.87
Per-record F_max, eV Å⁻¹: 6.07 5.50